A structure of composition C51H52KN8OS3Si2 in a non-equilibrium geometry. Source: OMol25; level of theory: ωB97M-V/def2-TZVPD.

Computed properties:
Total charge: -1
LUMO level in eV: 1.6
HOMO-LUMO gap in eV: 4.8
E_HOMO in eV: -3.18

Structure (XYZ):
```
118
Properties=species:S:1:pos:R:3:forces:R:3:lowdin_charge:R:1
K 1.29281 -2.01885 0.19510 -1.70 -1.60 0.41 0.68
N 1.83280 0.11276 -0.61830 0.87 1.18 -0.15 -0.44
S 2.53739 1.30673 -0.20494 -0.19 0.22 -0.43 0.69
N 1.65450 2.75097 -0.07074 -0.04 0.18 -0.02 -0.46
S 0.35176 2.60921 -0.94289 -0.22 -0.07 0.22 1.03
N -1.07265 2.62096 0.03083 -0.13 0.11 -0.04 -0.35
S -1.79650 1.00550 -0.04014 -0.01 -0.11 0.21 0.78
N -0.85393 -0.07421 0.04645 -0.05 -0.04 -0.12 -0.26
C -2.67616 1.13811 -1.60508 0.07 0.03 -0.08 -0.32
C -1.95316 0.59181 -2.65774 0.04 -0.13 -0.02 -0.08
C -2.44754 0.70718 -3.94990 0.01 -0.01 0.00 -0.06
C -3.65281 1.35789 -4.17834 -0.01 0.02 -0.01 -0.08
C -4.38562 1.86585 -3.11237 0.01 -0.01 0.05 -0.07
C -3.90006 1.75728 -1.81519 -0.02 -0.01 -0.07 -0.09
C -3.04456 1.09656 1.22818 -0.12 0.06 -0.07 -0.30
C -2.77805 1.66466 2.46695 0.04 -0.03 -0.09 -0.05
C -3.68587 1.48061 3.49546 -0.08 -0.03 0.04 -0.06
C -4.83156 0.72034 3.29164 0.04 0.00 -0.03 -0.07
C -5.06112 0.11323 2.06433 -0.02 -0.02 0.01 -0.06
C -4.15925 0.28919 1.02594 0.04 0.01 -0.03 -0.07
C -1.57631 3.82258 0.61578 0.21 -0.04 0.09 -0.34
C -0.76296 4.51112 1.51624 0.09 -0.16 0.12 -0.04
C -1.21029 5.68173 2.10606 -0.04 0.04 0.02 -0.07
C -2.48002 6.17109 1.82107 -0.02 -0.07 -0.09 -0.09
C -3.28492 5.49203 0.91496 0.10 0.01 0.05 -0.07
C -2.82693 4.33516 0.29739 -0.08 -0.04 -0.09 -0.02
C 0.10208 4.23486 -1.61601 -0.04 -0.04 -0.10 -0.37
C 0.81883 5.32860 -1.17360 0.14 0.14 -0.02 -0.08
C 0.56281 6.57132 -1.73961 0.00 0.00 0.04 -0.06
C -0.39502 6.70375 -2.73605 0.03 0.05 0.01 -0.08
C -1.10474 5.59316 -3.17382 -0.05 -0.07 0.01 -0.07
C -0.85936 4.34993 -2.60920 -0.10 -0.02 -0.13 -0.07
C 3.39073 1.43227 1.37061 0.08 0.03 0.14 -0.29
C 3.93778 2.65469 1.75932 -0.05 -0.18 -0.04 -0.08
C 4.64450 2.73250 2.94653 0.00 -0.04 0.02 -0.08
C 4.80398 1.59717 3.73446 0.01 -0.02 0.02 -0.08
C 4.25808 0.38673 3.33841 0.06 0.01 0.06 -0.07
C 3.54836 0.29382 2.14907 -0.14 0.14 -0.17 -0.06
C 3.82067 1.80563 -1.36705 -0.04 0.06 -0.07 -0.29
C 3.95368 3.08837 -1.88433 0.11 -0.06 0.07 -0.08
C 4.86429 3.31398 -2.90981 0.01 -0.04 0.04 -0.09
C 5.62994 2.26408 -3.39992 0.00 -0.03 0.03 -0.09
C 5.49023 0.98615 -2.86991 0.03 0.06 -0.05 -0.07
C 4.57576 0.74712 -1.85719 -0.04 0.02 0.02 -0.08
H -1.02355 0.06852 -2.43722 -0.12 0.10 -0.04 0.11
H -1.89576 0.27590 -4.77624 0.00 0.03 0.04 0.11
H -4.02990 1.46091 -5.18972 0.00 -0.05 0.07 0.10
H -5.34352 2.33976 -3.28720 0.02 0.00 0.00 0.10
H -4.48762 2.12319 -0.98307 0.03 0.02 -0.02 0.10
H -1.86633 2.22103 2.63324 -0.01 0.01 0.00 0.11
H -3.48843 1.91648 4.46612 -0.01 0.01 -0.01 0.11
H -5.53458 0.57687 4.10215 0.02 -0.01 0.00 0.10
H -5.92876 -0.51999 1.91989 0.06 0.04 0.01 0.11
H -4.29246 -0.23386 0.08282 -0.02 0.06 0.11 0.11
H 0.21642 4.10355 1.74963 -0.08 0.03 -0.02 0.12
H -0.56956 6.20773 2.80474 -0.02 -0.03 -0.04 0.11
H -2.83502 7.07802 2.29471 0.00 -0.03 -0.01 0.10
H -4.27180 5.86745 0.67464 0.02 0.01 0.00 0.10
H -3.44170 3.83583 -0.44012 0.06 0.04 0.07 0.09
H 1.56394 5.19586 -0.39840 -0.03 0.01 -0.04 0.10
H 1.11018 7.43976 -1.39369 -0.01 -0.03 -0.02 0.11
H -0.58647 7.67603 -3.17670 0.01 -0.06 0.03 0.10
H -1.85011 5.69433 -3.95465 0.05 -0.02 0.05 0.11
H -1.41121 3.47063 -2.93413 0.03 0.08 0.01 0.11
H 3.80933 3.52724 1.13065 0.02 -0.04 0.04 0.10
H 5.08137 3.67425 3.25603 -0.01 -0.02 -0.01 0.10
H 5.36797 1.65613 4.65771 -0.01 0.00 -0.03 0.10
H 4.40385 -0.50012 3.94245 -0.02 0.02 -0.01 0.11
H 3.15074 -0.66364 1.83063 0.05 0.16 -0.12 0.08
H 3.35229 3.89714 -1.49202 -0.02 -0.02 -0.03 0.08
H 4.97397 4.30762 -3.32784 -0.02 -0.01 0.02 0.10
H 6.33861 2.44333 -4.20078 -0.03 -0.02 0.04 0.10
H 6.09240 0.17066 -3.25013 -0.01 0.01 0.02 0.11
H 4.42947 -0.24667 -1.44529 0.00 0.08 -0.07 0.09
C -3.20805 -5.63556 -1.70604 -0.16 -0.20 -0.09 -0.20
Si -1.99349 -4.28600 -1.17333 -0.09 0.04 -0.03 0.40
C -3.11151 -2.78736 -0.87685 -0.17 0.16 0.13 -0.19
C -0.98857 -3.84770 -2.71392 0.10 0.07 -0.13 -0.17
C -0.92175 -4.61154 0.23964 0.46 0.11 0.18 -0.35
C 0.27926 -5.38740 0.05874 0.06 0.03 0.14 -0.41
C 0.39317 -6.44514 -0.89412 0.01 0.07 0.02 -0.07
C 1.54685 -7.18660 -0.98772 0.00 0.05 0.04 -0.11
C 2.62595 -6.90690 -0.14441 -0.07 0.00 -0.05 -0.11
C 2.46607 -5.86011 0.74535 -0.16 0.11 -0.03 -0.17
N 1.36078 -5.11786 0.84899 0.13 0.01 -0.10 0.05
Si -1.37901 -4.13091 1.94364 -0.26 -0.14 -0.06 0.42
C -1.43151 -2.28413 2.39505 -0.03 0.08 -0.03 -0.19
C -0.38035 -4.93577 3.31620 0.14 -0.16 0.10 -0.20
C -3.16594 -4.70352 2.24977 -0.25 0.10 0.03 -0.20
H -3.90823 -5.25012 -2.46015 0.07 -0.07 0.06 0.02
H -3.79174 -5.97981 -0.84307 0.06 0.04 -0.10 0.02
H -2.70294 -6.50992 -2.13403 -0.06 0.09 0.06 0.01
H -3.62682 -2.49506 -1.80289 0.05 -0.07 0.09 0.03
H -2.51124 -1.93827 -0.53312 -0.06 -0.06 -0.06 -0.01
H -3.87441 -3.00135 -0.11459 0.12 0.10 -0.18 0.01
H -1.59839 -3.86175 -3.62584 0.05 0.02 0.07 0.02
H -0.14869 -4.53700 -2.85349 -0.09 0.08 0.00 0.02
H -0.57252 -2.83719 -2.59990 -0.03 -0.10 -0.04 0.02
H -0.46392 -6.68855 -1.51349 0.06 -0.01 0.04 0.08
H 1.60990 -8.00321 -1.69964 -0.01 0.01 -0.03 0.09
H 3.55066 -7.46713 -0.18769 -0.02 0.02 0.00 0.08
H 3.28804 -5.57441 1.39778 -0.08 0.01 -0.02 0.09
H -0.48506 -1.92862 2.82576 -0.08 -0.03 -0.07 0.03
H -2.21997 -2.09977 3.13829 0.12 -0.03 -0.03 0.03
H -1.64581 -1.66844 1.51737 0.02 -0.04 0.17 -0.03
H 0.65056 -4.57493 3.31006 -0.09 -0.04 0.03 0.01
H -0.34327 -6.02458 3.18961 0.00 0.12 0.04 0.03
H -0.83287 -4.71249 4.29199 0.01 -0.03 -0.12 0.02
H -3.86860 -4.14407 1.61479 0.09 -0.16 0.16 0.00
H -3.46892 -4.55176 3.29580 0.03 -0.01 -0.14 0.02
H -3.27335 -5.76691 2.00652 0.02 0.11 0.04 0.02
O 3.62420 -2.31219 0.16462 0.99 0.18 -0.27 -0.32
N 4.40636 -3.02639 0.83420 0.21 -0.30 0.37 -0.05
C 5.59083 -2.51667 1.14557 0.54 0.10 0.15 -0.32
C 6.05564 -1.22633 0.70429 -0.14 -0.35 0.12 -0.20
N 6.45501 -0.20123 0.35927 0.02 -0.02 0.04 0.17
C 6.48113 -3.31473 1.94592 -0.24 0.24 -0.29 -0.22
N 7.22723 -3.91816 2.58417 -0.04 0.00 0.01 0.11
```
Forces are in eV/Å.

A structure of composition C51H53F6IrN3O4PS2 in a non-equilibrium geometry. Source: OMol25; level of theory: ωB97M-V/def2-TZVPD.

Computed properties:
2S+1: 5
Total charge: 0
LUMO level (spin up / spin down) in eV: 0.2 / -3.4
HOMO-LUMO gap (spin up / spin down) in eV: 6.3 / 4.7
E_HOMO (spin up / spin down) in eV: -6.11 / -8.10

Structure (XYZ):
```
121
Properties=species:S:1:pos:R:3:forces:R:3:lowdin_charge:R:1
Ir -0.43999 -0.49768 0.36881 0.52 2.70 -0.36 1.25
C -1.46873 4.85079 0.93220 -0.04 0.00 -0.01 -0.07
C -0.19987 4.88496 0.37983 0.06 0.07 0.01 -0.06
C 0.26825 3.82722 -0.38475 0.00 -0.06 -0.10 -0.09
C -0.53920 2.72724 -0.62923 -0.52 -0.23 0.03 -0.30
C -1.80404 2.69590 -0.05431 0.13 0.21 0.02 -0.11
C -2.26789 3.74173 0.71971 -0.11 -0.03 0.14 -0.06
P -0.02439 1.06936 -1.36644 2.68 -0.38 2.88 0.98
C 1.18216 0.27724 -2.57443 -0.44 0.12 -0.31 -0.26
C 1.07172 0.29694 -3.96100 0.08 0.02 0.15 -0.10
C 2.02469 -0.29886 -4.76752 0.05 -0.04 -0.13 -0.06
C 3.10424 -0.95449 -4.20628 -0.04 0.02 -0.01 -0.07
C 3.19454 -1.03796 -2.82715 0.05 -0.04 -0.06 -0.07
C 2.25114 -0.42971 -2.01964 0.00 0.06 0.00 -0.12
C 1.46963 1.33857 -0.03549 -0.66 0.02 -1.22 -0.37
C 2.72034 1.92992 -0.02780 0.06 -0.24 0.48 -0.09
C 3.26042 2.22047 1.21775 0.30 0.07 -0.45 -0.06
C 2.58594 1.90515 2.38396 -0.47 0.02 0.46 -0.08
C 1.34818 1.26872 2.36717 0.03 0.72 0.15 -0.11
C 0.82557 0.97209 1.12424 -0.75 -0.68 -0.17 -0.31
H -1.83421 5.67115 1.53253 0.04 0.06 0.06 0.10
H 0.44275 5.73061 0.58004 0.08 0.06 -0.07 0.11
H 1.27835 3.85252 -0.75931 0.06 0.02 -0.01 0.10
H -2.42424 1.83368 -0.21937 -0.20 -0.10 0.00 0.06
H -3.24518 3.68472 1.17925 -0.08 -0.01 0.00 0.10
H 0.23486 0.77029 -4.43525 0.09 0.10 -0.08 0.06
H 1.91283 -0.24679 -5.84024 0.00 0.01 -0.13 0.11
H 3.86190 -1.39864 -4.83377 0.05 -0.09 -0.06 0.10
H 4.00757 -1.58639 -2.37662 0.08 -0.03 0.12 0.11
H 2.35957 -0.52536 -0.95003 0.00 0.03 0.00 0.09
H 3.25722 2.16511 -0.93763 0.01 0.03 -0.10 0.11
H 4.22884 2.69749 1.26823 0.09 0.07 0.11 0.11
H 3.03760 2.13071 3.33499 0.14 0.02 0.18 0.11
H 0.84312 1.01169 3.28831 0.09 0.12 0.03 0.09
C -3.55640 -0.12928 1.01214 -0.05 -0.13 0.03 -0.08
C -4.13089 -1.53736 1.03007 0.02 0.09 -0.22 -0.35
C -5.15354 -1.72450 -0.09901 0.01 0.05 0.30 -0.04
C -3.12487 -2.66504 0.94817 0.08 -0.13 0.00 -0.15
C -3.46573 -3.78800 1.68607 0.17 0.03 -0.04 -0.05
C -2.73019 -4.95237 1.61613 0.09 -0.03 -0.17 -0.07
C -1.62494 -4.98666 0.79628 -0.28 0.05 0.23 -0.06
C -1.23375 -3.89959 0.01879 -0.06 0.24 0.09 -0.12
C 0.00028 -4.22687 -0.81651 0.07 0.05 -0.30 -0.34
C 0.84206 -3.09218 -1.38556 -0.16 -0.18 0.19 -0.07
C -0.37568 -5.20516 -1.94373 0.14 0.02 0.26 -0.05
C -1.99698 -2.70360 0.08835 -0.65 -1.45 0.16 -0.21
N -1.73760 -1.59356 -0.75128 -0.43 -0.22 -0.60 -0.12
C -1.80975 -1.86970 -2.07656 -0.22 -0.37 0.81 -0.12
C -1.74955 -1.12562 -3.25953 -0.04 -0.51 -0.23 -0.11
C -1.84726 -1.95293 -4.42815 0.23 -0.09 0.48 -0.02
C -2.12841 -1.48534 -5.67628 -0.01 0.17 0.03 -0.05
C -2.36155 -0.12052 -5.86158 -0.02 0.59 -0.02 -0.08
C -2.16315 0.72922 -4.79597 -0.25 -0.05 -0.77 -0.05
C -1.77257 0.30236 -3.51308 -0.14 0.50 0.37 -0.22
N -1.40316 1.27592 -2.59759 -0.66 -0.61 -1.01 -0.03
C -1.95510 2.56980 -2.87496 -0.36 0.69 -0.39 -0.19
C -1.16783 3.63710 -3.35528 0.00 -0.04 -0.03 -0.13
C -1.77902 4.84835 -3.65305 0.01 -0.11 0.04 -0.02
C -3.13641 5.03437 -3.50258 -0.02 -0.01 -0.02 -0.04
C -3.90867 3.98233 -3.05628 0.09 0.03 -0.03 -0.02
C -3.35024 2.74982 -2.74507 0.07 -0.17 -0.12 -0.14
C -4.30841 1.65400 -2.32784 -0.15 0.00 -0.03 -0.36
C -5.21477 2.09970 -1.17326 0.23 -0.12 -0.08 -0.05
C -5.19102 1.24519 -3.51264 0.18 -0.15 0.13 -0.03
C 0.30428 3.52197 -3.68503 0.09 0.00 0.04 -0.36
C 0.49241 3.25492 -5.18660 0.00 -0.14 0.23 -0.05
C 1.10338 4.78852 -3.34813 -0.06 -0.07 0.08 -0.06
H -4.25127 0.57250 1.46621 -0.10 0.14 0.05 0.09
H -3.38591 0.17508 -0.01325 0.10 0.10 -0.09 0.03
H -2.62321 -0.08344 1.57842 0.00 0.16 0.06 0.05
H -4.65841 -1.66144 1.98067 0.07 -0.07 -0.04 0.13
H -4.67354 -1.60444 -1.06726 0.08 0.02 -0.19 0.07
H -5.95700 -0.99617 -0.01314 -0.12 0.12 -0.03 0.07
H -5.58714 -2.72051 -0.04870 -0.07 -0.08 -0.06 0.08
H -4.33510 -3.74710 2.32382 -0.14 0.05 0.09 0.12
H -3.01584 -5.82330 2.18495 -0.01 -0.07 0.12 0.11
H -1.03768 -5.89248 0.75872 0.14 -0.07 -0.04 0.12
H 0.65233 -4.76694 -0.11848 -0.09 0.04 -0.09 0.13
H 0.41187 -2.66274 -2.28684 0.04 0.07 -0.05 0.07
H 1.83101 -3.47225 -1.63861 0.08 0.01 -0.01 0.10
H 0.97342 -2.31251 -0.63795 0.14 -0.01 -0.15 0.02
H -0.87618 -4.68515 -2.75729 -0.09 0.07 -0.11 0.06
H -1.03899 -5.98552 -1.57911 -0.02 -0.10 -0.04 0.08
H 0.52097 -5.67037 -2.34746 0.09 -0.05 -0.09 0.08
H -2.03626 -2.91813 -2.25946 0.05 0.08 -0.05 0.12
H -1.71671 -3.01704 -4.29774 -0.01 -0.08 0.10 0.11
H -2.18378 -2.15730 -6.51680 -0.03 -0.20 -0.07 0.11
H -2.65001 0.26908 -6.82517 0.03 0.07 -0.05 0.11
H -2.27313 1.78752 -4.97281 0.08 0.05 0.00 0.12
H -1.17498 5.65343 -4.03861 0.09 0.12 -0.02 0.11
H -3.58722 5.98299 -3.75880 -0.04 0.03 0.03 0.11
H -4.97593 4.11697 -2.97379 -0.12 -0.03 0.08 0.11
H -3.73534 0.77817 -2.01636 -0.04 0.02 0.08 0.10
H -5.98371 2.78180 -1.52821 -0.06 0.11 -0.01 0.08
H -4.64465 2.59432 -0.39356 0.02 0.08 0.15 0.06
H -5.71252 1.23624 -0.74085 -0.09 -0.09 0.05 0.07
H -5.71342 2.11137 -3.91241 -0.08 0.08 -0.05 0.08
H -5.93215 0.52025 -3.18429 -0.11 -0.11 0.00 0.08
H -4.60151 0.80043 -4.31004 -0.04 -0.04 -0.10 0.06
H 0.72454 2.69301 -3.10005 0.01 0.23 -0.33 0.09
H 0.12613 4.10507 -5.76051 -0.02 0.09 -0.01 0.09
H -0.04281 2.37423 -5.52665 -0.06 -0.08 -0.10 0.06
H 1.55040 3.11970 -5.40240 0.10 -0.04 -0.09 0.09
H 0.77902 5.23456 -2.41145 0.06 0.04 0.01 0.07
H 1.00015 5.53742 -4.13319 0.00 0.03 -0.03 0.08
H 2.16125 4.53597 -3.27635 0.06 0.05 0.02 0.09
F -2.12593 -3.19035 4.40907 0.05 0.26 0.03 0.14
C -0.79586 -3.12438 4.33135 -0.04 -0.15 -0.21 -0.64
F -0.39026 -4.02962 3.43662 0.08 0.21 0.05 0.13
F -0.29294 -3.46678 5.51437 0.09 0.37 -0.05 0.15
S -0.26934 -1.41067 3.76583 -0.23 -1.13 1.03 0.60
O -0.84223 -1.36669 2.44027 -0.17 -0.04 -0.91 -0.39
O -0.82359 -0.52007 4.72608 0.14 0.23 0.17 -0.24
N 1.28610 -1.48599 3.83608 -0.21 0.20 0.06 -0.27
S 2.24915 -1.65724 2.61364 0.94 -1.19 -0.26 0.60
O 1.61285 -1.68092 1.32058 0.10 -0.60 -0.17 -0.36
O 3.43747 -0.88744 2.73238 0.20 0.15 0.41 -0.24
C 2.87224 -3.41770 2.84649 0.04 -0.17 -0.04 -0.65
F 2.04614 -4.32612 2.32276 -0.24 0.17 -0.08 0.13
F 3.03412 -3.70807 4.13550 -0.02 0.18 0.05 0.14
F 4.04710 -3.56441 2.23318 0.03 0.26 -0.04 0.14
```
Forces are in eV/Å.